No. 1
{
  "formula": "C19H15Cl3FGeN4ReS",
  "method": "the ωB97M-V functional and the def2-TZVPD basis",
  "gap_ev": [6.098, 6.088],
  "e_lumo_ev": [-8.62, -8.64],
  "spin_multiplicity": 1,
  "charge": 2,
  "elements": ["Re", "S", "C", "C", "C", "C", "C", "C", "C", "C", "C", "N", "H", "H", "H", "H", "H", "H", "N", "C", "C", "C", "C", "C", "N", "C", "C", "C", "C", "C", "N", "H", "H", "H", "H", "H", "H", "H", "H", "H", "F", "Cl", "Ge", "Cl", "Cl"],
  "positions_angstrom": [[0.8111, 0.2816, 0.9928], [2.2941, -3.7517, 1.5842], [3.6888, -2.8044, 1.2000], [3.3809, -1.5338, 0.8408], [1.9611, -1.2912, 0.9019], [1.2678, -2.4756, 1.2228], [-0.1919, -2.4863, 1.2290], [-0.9939, -3.5913, 1.4356], [-2.3726, -3.4213, 1.4287], [-2.9058, -2.1578, 1.2217], [-2.0484, -1.0935, 1.0225], [-0.7183, -1.2461, 1.0263], [4.6648, -3.2533, 1.3053], [4.1264, -0.7926, 0.5931], [-0.5572, -4.5668, 1.5990], [-3.0224, -4.2715, 1.5865], [-3.9734, -1.9934, 1.2164], [-2.4130, -0.0875, 0.8673], [-1.2064, 1.6537, -1.5587], [-1.3897, 2.2590, -0.3430], [-2.2894, 3.3385, -0.2962], [-2.5109, 3.9761, 0.8877], [-1.8414, 3.5224, 2.0310], [-0.9908, 2.4647, 1.9158], [-0.7437, 1.8073, 0.7248], [-0.3506, 0.6722, -2.0007], [-0.4504, 0.4240, -3.3822], [0.3119, -0.5409, -3.9736], [1.1953, -1.2542, -3.1643], [1.2657, -0.9478, -1.8413], [0.5006, 0.0029, -1.1934], [-1.7402, 2.0676, -2.3042], [-2.7791, 3.6578, -1.2063], [-3.1871, 4.8187, 0.9373], [-1.9789, 3.9914, 2.9939], [-0.4659, 2.1046, 2.7812], [-1.1452, 1.0144, -3.9634], [0.2380, -0.7281, -5.0361], [1.8488, -2.0178, -3.5591], [1.9878, -1.4585, -1.2327], [1.1421, 0.7632, 2.6878], [3.6371, 1.0667, -1.7011], [2.5049, 1.8421, -0.0577], [3.9013, 2.4429, 1.4177], [1.5380, 3.5933, -0.8368]],
  "forces_ev_per_angstrom": [[-0.767, -0.169, 0.412], [-0.008, -0.060, -0.132], [0.075, 0.194, 0.042], [-0.053, -0.320, 0.066], [0.527, -0.345, -0.190], [-0.170, -0.111, 0.155], [0.212, 0.085, 0.082], [-0.105, 0.083, -0.022], [0.044, -0.011, -0.001], [-0.014, -0.005, 0.002], [0.049, 0.143, -0.007], [0.351, -0.154, -0.278], [0.012, 0.016, 0.015], [0.001, 0.019, -0.012], [0.034, 0.008, -0.005], [-0.015, 0.003, 0.003], [-0.001, 0.012, -0.006], [-0.044, -0.020, -0.010], [0.071, -0.165, 0.014], [0.002, 0.015, -0.020], [0.117, -0.174, -0.123], [-0.002, 0.081, 0.172], [-0.015, -0.006, -0.049], [-0.017, -0.106, -0.402], [-0.403, 0.740, 0.575], [-0.089, 0.176, -0.018], [0.058, -0.067, 0.099], [-0.012, 0.040, -0.004], [0.006, -0.010, 0.039], [-0.009, -0.015, 0.157], [-0.037, -0.170, -0.554], [-0.053, 0.066, -0.031], [0.002, -0.010, -0.011], [-0.005, -0.004, 0.016], [-0.001, -0.003, 0.004], [0.029, -0.016, 0.100], [-0.009, 0.007, -0.008], [-0.001, -0.018, 0.001], [-0.008, -0.006, -0.011], [-0.032, 0.002, -0.026], [0.072, 0.143, 0.312], [0.019, 0.013, 0.068], [0.198, 0.168, -0.592], [-0.035, -0.043, 0.162], [0.025, -0.005, 0.017]]
}

No. 2
{
  "formula": "C19H15Cl4N2O2Tc",
  "method": "the ωB97M-V functional and the def2-TZVPD basis",
  "s_squared": 0.907,
  "de_lowest_ev": 3.520,
  "gap_ev": [6.774, 6.904],
  "e_lumo_ev": [-4.44, -4.16],
  "spin_multiplicity": 2,
  "charge": 1,
  "elements": ["Tc", "Cl", "C", "C", "C", "Cl", "C", "C", "C", "C", "N", "C", "C", "O", "H", "H", "H", "H", "C", "C", "C", "O", "C", "H", "H", "H", "H", "H", "H", "H", "H", "Cl", "C", "C", "C", "C", "C", "Cl", "C", "N", "H", "H", "H"],
  "positions_angstrom": [[0.1189, -0.2279, 0.0325], [-0.6403, -4.9564, -3.0623], [-1.6209, -3.6188, -2.5928], [-2.9314, -3.7597, -2.4039], [-3.7766, -2.6266, -2.0227], [-5.4243, -3.0249, -1.7172], [-3.3203, -1.3742, -1.8837], [-4.1656, -0.2471, -1.4524], [-3.8795, 0.7098, -0.5646], [-2.7075, 0.9093, 0.3280], [-1.5390, 0.4511, 0.2432], [-1.8832, -1.1560, -2.1348], [-0.9784, -2.2985, -2.4126], [1.0956, -1.2499, -2.0771], [-3.3991, -4.7279, -2.5151], [-5.1649, -0.2244, -1.8723], [-4.6716, 1.4231, -0.3680], [-2.9135, 1.5243, 1.2091], [0.1335, -1.0449, -4.3280], [-1.1582, -0.2299, -4.2641], [-1.4619, 0.1379, -2.8080], [-1.0531, -1.7585, -1.0712], [0.3377, -1.9408, -3.0950], [0.9865, -0.3620, -4.3497], [0.1890, -1.6402, -5.2393], [-1.9981, -0.8122, -4.6547], [-1.0802, 0.6583, -4.8886], [-2.2592, 0.8717, -2.7289], [-0.5753, 0.5781, -2.3456], [0.8607, -2.8552, -3.3668], [2.0045, -1.1357, -2.3754], [1.7790, 3.2452, 2.7961], [2.7732, 1.8865, 2.4718], [4.0539, 1.8224, 3.0000], [4.8613, 0.7256, 2.7437], [4.4190, -0.3343, 1.9534], [3.1525, -0.2287, 1.4419], [2.4499, -1.4720, 0.4494], [2.2875, 0.8477, 1.6640], [1.0261, 0.8517, 1.1322], [4.4118, 2.6341, 3.6170], [5.8551, 0.6870, 3.1690], [5.0417, -1.1952, 1.7602]],
  "forces_ev_per_angstrom": [[0.198, 0.900, 0.662], [0.008, 0.019, 0.013], [0.187, 0.003, -0.061], [-0.231, 0.158, 0.057], [-0.035, -0.445, -0.063], [0.037, 0.037, -0.002], [-0.062, 0.366, 0.105], [0.041, -0.279, -0.155], [0.203, 0.154, 0.271], [-0.188, -0.089, -0.066], [-0.085, 0.038, -0.239], [0.138, -0.033, 0.020], [-0.041, 0.040, 0.162], [-0.008, -0.055, -0.094], [-0.024, 0.016, 0.006], [0.009, -0.028, -0.031], [0.024, 0.022, 0.012], [-0.076, 0.020, -0.017], [0.033, 0.048, 0.010], [-0.002, 0.010, 0.023], [-0.056, -0.007, 0.032], [-0.064, -0.037, -0.072], [-0.031, 0.007, 0.008], [0.026, -0.027, -0.085], [-0.065, -0.042, 0.023], [0.007, 0.016, -0.025], [0.025, 0.022, 0.030], [-0.007, 0.000, -0.012], [0.001, 0.027, -0.003], [0.074, 0.013, 0.060], [0.013, 0.058, -0.035], [-0.009, 0.003, -0.002], [0.069, 0.098, 0.077], [-0.036, 0.003, -0.021], [0.082, -0.073, -0.009], [0.019, 0.175, 0.109], [-0.131, -0.179, -0.135], [0.274, -0.326, -0.026], [-0.193, 0.192, 0.046], [-0.093, -0.826, -0.564], [-0.008, 0.005, -0.002], [-0.013, 0.009, 0.002], [-0.013, -0.012, -0.011]]
}